{
  "formula": "C5H8N",
  "method": "ωB97M-V/def2-TZVPD",
  "orbital_gap_ev": 7.985,
  "e_lumo_ev": -5.82,
  "spin_multiplicity": 1,
  "charge": 1,
  "largest_force_ev_per_a": 3.9,
  "elements": ["N", "C", "C", "C", "C", "C", "H", "H", "H", "H", "H", "H", "H", "H"],
  "positions_angstrom": [[1.4519, -0.1263, -0.4553], [-2.0391, 0.3104, 0.2088], [-0.6250, 0.2111, -0.0827], [2.2612, 0.3603, 0.6248], [0.5592, 0.9740, -0.0266], [0.1799, -0.9996, -0.3499], [0.9800, 1.9298, -0.0339], [2.1209, 0.0015, 1.7413], [-0.0223, -1.5325, -1.3906], [0.2195, -1.8575, 0.4708], [2.0430, -0.2751, -1.3023], [-2.4843, -0.6882, -0.0211], [-2.5013, 1.0069, -0.6198], [-2.1435, 0.6852, 1.2365]]
}

{
  "formula": "C5H8N",
  "method": "ωB97M-V/def2-TZVPD",
  "orbital_gap_ev": [8.248, 8.069],
  "e_lumo_ev": [-4.90, -5.34],
  "spin_multiplicity": 1,
  "charge": 1,
  "largest_force_ev_per_a": 2.5,
  "elements": ["N", "C", "C", "C", "C", "C", "H", "H", "H", "H", "H", "H", "H", "H"],
  "positions_angstrom": [[-0.0916, 0.9841, 0.0134], [-0.8290, -0.1525, -0.0130], [-1.9529, -0.8378, 0.5468], [1.0804, -0.3620, -1.9546], [1.4147, 1.2905, 2.0064], [0.2190, 0.0111, -0.8781], [-2.8641, -0.3534, 0.1739], [1.0569, 1.0900, 3.0182], [-1.9733, -1.8875, 0.2619], [0.9620, -1.4081, -2.2298], [0.8376, 0.2665, -2.8205], [2.1192, -0.1317, -1.7092], [-1.9782, -0.7189, 1.6311], [1.9994, 2.2096, 1.9534]]
}

{
  "formula": "C5H8N",
  "method": "ωB97M-V/def2-TZVPD",
  "orbital_gap_ev": [8.751, 9.830],
  "e_lumo_ev": [-4.49, -7.04],
  "spin_multiplicity": 3,
  "charge": 1,
  "largest_force_ev_per_a": 6.0,
  "elements": ["N", "C", "C", "C", "C", "C", "H", "H", "H", "H", "H", "H", "H", "H"],
  "positions_angstrom": [[-0.7729, -0.1035, -0.2015], [1.8626, -0.3363, -0.1138], [-0.3412, 1.0049, 1.0633], [-1.7956, -0.8258, -0.0074], [-0.7603, 1.3489, -0.2846], [0.4934, -0.1293, 0.6144], [-0.1402, 1.7489, -1.0553], [1.8172, -1.0701, -0.8205], [2.3901, 0.6438, -0.4540], [-1.4996, -1.7517, 0.3988], [-1.7269, 1.7901, -0.4648], [2.5356, -0.6704, 0.6984], [-2.6506, -0.6512, -0.5965], [0.5884, -0.9983, 1.2234]]
}

{
  "formula": "C5H8N",
  "method": "ωB97M-V/def2-TZVPD",
  "orbital_gap_ev": [7.277, 8.646],
  "e_lumo_ev": [-4.12, -7.15],
  "spin_multiplicity": 3,
  "charge": 1,
  "largest_force_ev_per_a": 6.1,
  "elements": ["N", "C", "C", "C", "C", "C", "H", "H", "H", "H", "H", "H", "H", "H"],
  "positions_angstrom": [[1.2013, 0.3192, -0.1283], [-2.3523, 0.8355, 0.0381], [0.3051, -0.3755, 0.4432], [2.5944, 0.1751, -0.0744], [-1.1733, 0.1192, 0.3252], [-2.4345, -0.6237, -0.2214], [3.0454, 1.1862, -0.2034], [0.4706, -1.1414, 1.2104], [-2.7105, 1.7086, 0.3391], [2.8729, -0.4260, -0.9346], [-3.1336, -1.2317, 0.3532], [0.8095, 0.9558, -0.8766], [-2.4344, -1.0955, -1.2427], [2.9394, -0.4056, 0.9721]]
}

{
  "formula": "C5H8N2",
  "method": "ωB97M-V/def2-TZVPD",
  "orbital_gap_ev": [7.974, 8.016],
  "e_lumo_ev": [0.08, 0.48],
  "spin_multiplicity": 1,
  "charge": 0,
  "largest_force_ev_per_a": 3.1,
  "elements": ["N", "N", "C", "C", "C", "C", "C", "H", "H", "H", "H", "H", "H", "H", "H"],
  "positions_angstrom": [[0.7294, 1.6396, -0.2842], [2.8779, -0.6768, -0.6470], [-1.4152, -0.6518, -0.7443], [-0.5233, -1.1265, 0.3095], [1.9442, -0.3294, -0.0890], [1.0466, 0.5037, 0.4803], [-0.0543, -0.1236, 1.3044], [-1.0290, -0.5513, -1.7786], [-2.3583, -1.1795, -0.6134], [-1.6379, 0.4070, -0.5853], [-0.8125, 0.6376, 1.2942], [0.1282, -0.6127, 2.3282], [0.1329, -1.9340, 0.1735], [0.8913, 1.7309, -1.2559], [0.0800, 2.2668, 0.1076]]
}

{
  "formula": "C5H8N2",
  "method": "ωB97M-V/def2-TZVPD",
  "orbital_gap_ev": 9.649,
  "e_lumo_ev": 0.81,
  "spin_multiplicity": 1,
  "smiles": "CC=C=N/C=N/C",
  "charge": 0,
  "largest_force_ev_per_a": 0.6,
  "elements": ["N", "N", "C", "C", "C", "C", "C", "H", "H", "H", "H", "H", "H", "H", "H"],
  "positions_angstrom": [[1.0966, -1.0809, 0.2409], [0.6116, 1.0895, 1.0201], [-1.6391, 1.3548, -0.1247], [-1.8519, 1.7065, -1.5739], [1.7528, -2.3440, 0.4976], [1.2073, -0.1909, 1.1277], [-0.4689, 1.1948, 0.4338], [1.7827, -0.3099, 2.0536], [-2.5016, 1.2459, 0.5283], [2.3093, -2.3694, 1.4477], [-0.9240, 1.6234, -2.1453], [-2.5961, 1.0480, -2.0334], [2.4411, -2.5675, -0.3233], [-2.2166, 2.7363, -1.6629], [0.9966, -3.1365, 0.5139]]
}

{
  "formula": "C5H8N2",
  "method": "ωB97M-V/def2-TZVPD",
  "orbital_gap_ev": 10.518,
  "e_lumo_ev": 0.75,
  "spin_multiplicity": 1,
  "smiles": "CC1(C)N[C@H]1C#N",
  "charge": 0,
  "largest_force_ev_per_a": 2.2,
  "elements": ["N", "N", "C", "C", "C", "C", "C", "H", "H", "H", "H", "H", "H", "H", "H"],
  "positions_angstrom": [[0.3812, -0.4760, -1.1145], [3.4795, -0.2797, -0.8094], [-0.8430, 1.4648, 0.1095], [-1.1585, -1.0427, 0.5204], [1.1611, -0.2988, 0.2097], [2.4471, -0.0227, -0.3385], [-0.2606, 0.0899, 0.0421], [-1.3313, 1.5858, 1.0810], [1.2667, -1.1099, 0.9311], [-1.6065, 1.5624, -0.6673], [-1.9824, -1.0854, -0.1958], [-0.0908, 2.2482, -0.0051], [-1.5464, -0.9497, 1.5362], [-0.6182, -1.9897, 0.4135], [0.7019, 0.3037, -1.7129]]
}

{
  "formula": "C5H8N2",
  "method": "ωB97M-V/def2-TZVPD",
  "orbital_gap_ev": 10.598,
  "e_lumo_ev": 0.92,
  "spin_multiplicity": 1,
  "smiles": "C[C@H]1CN1CC#N",
  "charge": 0,
  "largest_force_ev_per_a": 2.9,
  "elements": ["N", "N", "C", "C", "C", "C", "C", "H", "H", "H", "H", "H", "H", "H", "H"],
  "positions_angstrom": [[2.7224, -1.8157, -0.5602], [0.4207, 0.2456, 0.5212], [-0.8240, -0.0939, -0.3645], [-1.8327, -0.9818, 0.2852], [-0.5127, 1.2473, 0.0996], [1.7603, 0.4745, 0.0802], [2.2504, -0.8146, -0.2450], [-1.4810, -2.0136, 0.2402], [-2.8072, -0.9183, -0.2094], [-0.1855, 1.9524, -0.6612], [-0.6817, -0.2778, -1.4268], [1.8051, 1.0835, -0.8228], [2.4129, 0.9379, 0.8304], [-1.0753, 1.6757, 0.9046], [-1.9716, -0.7010, 1.3285]]
}

{
  "formula": "C5H8N2",
  "method": "ωB97M-V/def2-TZVPD",
  "orbital_gap_ev": 8.290,
  "e_lumo_ev": -0.68,
  "spin_multiplicity": 1,
  "charge": 0,
  "largest_force_ev_per_a": 5.5,
  "elements": ["N", "N", "C", "C", "C", "C", "C", "H", "H", "H", "H", "H", "H", "H", "H"],
  "positions_angstrom": [[-0.3948, 0.3638, 1.4394], [0.9303, 0.2498, 1.0317], [0.9883, 0.0823, -0.3871], [1.8504, 0.0996, 2.0187], [-0.3253, 0.0898, -0.9509], [-1.0821, 0.1962, 0.3816], [-2.5137, 0.0017, 0.6850], [-3.1384, 0.0017, -0.2018], [-0.5263, 0.8088, -1.7476], [-2.5374, -0.9777, 1.1845], [1.1192, -0.3210, 2.7446], [-2.7748, 0.7511, 1.4515], [4.6811, 3.8352, -2.9410], [1.9808, -0.1166, -0.8238], [1.7428, -5.0648, -3.8849]]
}

{
  "formula": "C5H8N2",
  "method": "ωB97M-V/def2-TZVPD",
  "orbital_gap_ev": 9.371,
  "e_lumo_ev": 0.66,
  "spin_multiplicity": 1,
  "charge": 0,
  "largest_force_ev_per_a": 1.2,
  "elements": ["N", "N", "C", "C", "C", "C", "C", "H", "H", "H", "H", "H", "H", "H", "H"],
  "positions_angstrom": [[2.0498, 0.7379, 1.7025], [0.6401, -0.6147, -1.1138], [1.4504, -1.6450, -1.1376], [0.0867, 0.1308, 0.0524], [-0.9390, -0.7436, 0.7825], [1.2006, 0.4579, 0.9682], [-0.5439, 1.4333, -0.4483], [1.6995, -1.8643, -0.0739], [-1.2492, -0.2772, 1.7219], [-0.9012, 2.0324, 0.3930], [0.3085, -0.2565, -2.0055], [0.1805, 2.0276, -1.0136], [-0.5128, -1.7266, 1.0012], [-1.3998, 1.2012, -1.0922], [-1.8185, -0.8774, 0.1448]]
}

{
  "formula": "C5H8N2",
  "method": "ωB97M-V/def2-TZVPD",
  "orbital_gap_ev": 10.636,
  "e_lumo_ev": 1.04,
  "spin_multiplicity": 1,
  "smiles": "Cc1ccn(C)n1",
  "charge": 0,
  "largest_force_ev_per_a": 2.0,
  "elements": ["N", "N", "C", "C", "C", "C", "C", "H", "H", "H", "H", "H", "H", "H", "H"],
  "positions_angstrom": [[0.0240, -0.9887, -0.6966], [1.1745, -0.2045, -0.9236], [0.8245, 1.1382, -0.7210], [1.9640, -0.4421, 0.3114], [-2.2204, -0.6571, 0.2276], [-0.3589, 1.1677, -0.0754], [-0.8614, -0.1921, -0.1799], [1.2158, -0.0220, 1.0663], [-0.8354, 1.9848, 0.4445], [-2.3834, -0.4866, 1.2991], [-2.9790, -0.0881, -0.3205], [-2.3415, -1.7228, 0.0137], [2.8525, 0.1909, 0.3377], [2.2525, -1.4979, 0.3521], [1.6140, 1.8708, -0.8391]]
}

{
  "formula": "C5H8N2",
  "method": "ωB97M-V/def2-TZVPD",
  "orbital_gap_ev": 11.308,
  "e_lumo_ev": 0.94,
  "spin_multiplicity": 1,
  "smiles": "N#C[C@H](N)C1CC1",
  "charge": 0,
  "largest_force_ev_per_a": 1.1,
  "elements": ["N", "N", "C", "C", "C", "C", "C", "H", "H", "H", "H", "H", "H", "H", "H"],
  "positions_angstrom": [[-2.6271, 1.3933, -0.5868], [0.2836, 1.6515, 1.2933], [-0.4163, 0.5708, 0.6137], [-0.0057, -1.3437, -1.0993], [1.1297, -1.4195, -0.1185], [0.4781, -0.1010, -0.4135], [-1.6692, 1.0182, -0.0564], [2.1303, -1.5918, -0.5035], [0.2071, -1.4560, -2.1578], [-0.9730, -1.7385, -0.7970], [0.5033, 2.3874, 0.6269], [-0.7060, -0.1685, 1.3711], [1.0421, 0.6059, -1.0195], [-0.3152, 2.0704, 1.9992], [0.9382, -1.8787, 0.8481]]
}